The following is a quantum chemistry calculation of a structure of composition H12LiO6, from OMol25.

Last column: natural (NBO) charge in e.
Geometry (Å):
1 Li -0.588 0.320 0.004  0.890
2 O -0.227 -1.173 1.555  -0.979
3 H -0.816 -1.325 2.294  0.492
4 H 0.543 -1.707 1.748  0.507
5 O 1.366 1.081 -0.003  -0.970
6 H 2.237 0.966 -0.383  0.506
7 H 1.369 1.975 0.339  0.485
8 O -1.046 1.698 1.556  -0.962
9 H -0.313 2.232 1.862  0.484
10 H -1.653 1.679 2.296  0.500
11 O 2.358 -1.800 -0.165  -0.953
12 H 2.955 -1.771 -0.913  0.476
13 H 1.600 -1.287 -0.443  0.472
14 O -2.176 0.907 -1.091  -0.965
15 H -2.180 1.646 -1.699  0.499
16 H -2.670 0.222 -1.541  0.491
17 O -0.137 -0.973 -1.527  -0.975
18 H -0.140 -0.831 -2.474  0.501
19 H -0.483 -1.859 -1.416  0.502

The total charge is +1. Its frontier orbital gap is 11.29 eV. The LUMO energy is -3.27 eV. For the total energy, the calculation gives -466.0498 a.u.